Formula: C24H42AlN2O2
Source: the OMol25 dataset
Level of theory: ωB97M-V/def2-TZVPD

```
71
Properties=species:S:1:pos:R:3:lowdin_charge:R:1
C 1.7785 -2.3704 3.9413 -0.0610
C 2.1756 -1.1656 4.4072 -0.2689
C 2.0314 0.1654 3.7107 -0.2372
Al 0.7071 0.2520 2.1532 0.3453
C 1.5095 -0.5717 0.4643 -0.2139
C 2.4575 -1.7784 0.6883 -0.2706
C 3.5185 -1.8695 -0.4643 -0.1860
C 2.9139 -1.7126 -1.8763 -0.1909
N 3.0642 -0.3377 -2.3901 -0.1464
C 1.8295 0.2322 -2.9282 -0.0899
C 4.1758 -0.2003 -3.2895 -0.4641
C 4.0020 -0.7876 -4.7077 -0.0063
O 5.1924 0.3832 -2.9667 0.0930
C -1.0675 -0.5596 2.7249 -0.2219
C -2.3050 0.0255 1.9953 -0.2822
C -3.2131 -1.1277 1.5193 -0.2534
N -4.3218 -0.6518 0.6570 -0.0444
C -4.5162 -1.4278 -0.5759 -0.1663
C -4.0540 -0.6675 -1.8202 -0.1457
C -4.9455 -0.2287 -2.7759 -0.0544
C -4.4967 0.4797 -3.8614 -0.1152
C -3.1615 0.7569 -4.0135 -0.1022
C -2.2397 0.3091 -3.0919 -0.0091
C -2.7122 -0.4029 -2.0135 -0.2648
O -1.8072 -0.8847 -1.0898 0.0265
C 0.4708 2.2535 1.7209 -0.3868
C 1.8339 2.9852 1.6487 -0.1492
C -0.5761 2.9762 2.6288 -0.2729
C -1.6639 3.6689 1.7574 -0.1237
H 0.7865 -2.6143 3.5673 0.0368
H 2.5109 -3.1866 3.9681 0.0445
H 2.7003 -1.1638 5.3789 0.0756
H 3.0083 0.5364 3.3684 0.0544
H 1.6873 0.8910 4.4775 0.0509
H 2.1295 0.2234 0.0166 0.0501
H 0.7657 -0.8644 -0.2937 0.0288
H 3.0420 -1.6407 1.6038 0.0755
H 1.9006 -2.7238 0.7374 0.0998
H 4.0550 -2.8240 -0.3585 0.0951
H 4.2095 -1.0363 -0.2966 0.1080
H 3.4313 -2.4002 -2.5717 0.1045
H 1.8644 -2.0258 -1.8669 0.1176
H 1.2510 -0.4906 -3.5291 0.0867
H 2.0804 1.1059 -3.5422 0.0915
H 1.2009 0.5920 -2.1072 0.0698
H 3.4890 -1.7482 -4.6174 0.0702
H 3.3579 -0.0922 -5.2555 0.0761
H 4.9933 -0.8594 -5.1529 0.0768
H -1.1857 -0.3253 3.7977 0.0507
H -1.0460 -1.6579 2.6679 0.0335
H -2.0649 0.7075 1.1673 0.0708
H -2.9352 0.6019 2.6897 0.0999
H -3.6001 -1.6294 2.4191 0.1138
H -2.5955 -1.8641 0.9965 0.0968
H -5.1588 -0.7363 1.2188 0.0916
H -5.6014 -1.5409 -0.7080 0.1074
H -4.0305 -2.4122 -0.5681 0.1204
H -6.0075 -0.4373 -2.6698 0.1087
H -5.1684 0.8394 -4.6362 0.0983
H -2.8006 1.3368 -4.8592 0.1017
H -1.1766 0.5085 -3.1755 0.1058
H -1.4190 -0.1729 -0.5635 0.0895
H 0.0713 2.2612 0.6869 0.0661
H 1.6874 4.0792 1.6626 0.0587
H 2.3181 2.7637 0.6881 0.0588
H 2.4993 2.6667 2.4589 0.0467
H -0.0410 3.8062 3.1151 0.0875
H -1.0173 2.2767 3.3447 0.0767
H -2.4482 2.9401 1.5254 0.0497
H -2.0738 4.5552 2.2599 0.0541
H -1.2491 4.0112 0.8028 0.0629
```

## Properties
**Lowest unoccupied orbital energy**: 0.0991 Eh
**HOMO energy**: -4.3 eV
**Energy**: -1442.0442 Ha
**Charge**: -1



Formula: C24H42B3FN2O5
Source: the OMol25 dataset
Level of theory: ωB97M-V/def2-TZVPD

```
77
Properties=species:S:1:pos:R:3:lowdin_charge:R:1
F -2.7740 5.5223 -1.3769 0.1546
B -2.0895 4.6823 -2.2943 -0.5155
O -2.3604 3.2720 -2.1762 0.1923
B -1.2202 2.4497 -2.5861 -0.2168
O -0.1837 2.9290 -3.4991 0.1618
B -0.0183 4.2810 -2.9509 -0.4589
C 1.1611 4.4785 -1.8914 -0.0359
C 2.3485 3.4650 -1.7596 0.0132
C 3.3527 3.7532 -0.6285 -0.0601
C 3.2677 4.9508 0.3518 -0.0440
C 2.0826 5.9222 0.1517 -0.0665
C 1.0203 5.7250 -0.9457 0.0105
O -1.1031 5.2057 -3.2358 0.2370
H -1.2181 1.3505 -2.1461 0.1131
H 2.4516 2.5580 -2.4499 0.1161
H 4.2015 3.0062 -0.4908 0.0820
H 4.0373 5.1278 1.1804 0.0985
H 1.9283 6.8204 0.8406 0.0894
H 0.1410 6.4447 -1.0725 0.1145
C -6.9149 -3.0292 -1.1771 -0.0353
C -5.3881 -2.8267 -1.3181 -0.4800
C -4.7124 -2.6439 0.0608 -0.1421
C -4.8847 -1.2601 0.6723 -0.1832
C -4.4563 -0.1850 -0.3185 -0.1359
C -5.1869 -0.3004 -1.6710 -0.4737
N -5.1240 -1.6851 -2.2480 -0.0378
O -3.8717 -1.8534 -2.7531 -0.0233
C -6.6544 0.1535 -1.4732 -0.0488
C -4.6153 0.7657 -2.6420 -0.0391
C -4.9101 -4.1990 -1.8644 -0.0510
H -7.4902 -2.1221 -1.0190 0.0505
H -7.3284 -3.4947 -2.0758 0.0865
H -7.1425 -3.6859 -0.3330 0.0883
H -3.6354 -2.8345 -0.0321 0.1225
H -5.0873 -3.3936 0.7656 0.1203
H -5.9237 -1.1154 0.9883 0.1070
H -4.2749 -1.1836 1.5761 0.1131
H -4.6375 0.8013 0.1242 0.1275
H -3.3707 -0.2516 -0.4685 0.1242
H -7.2644 -0.0853 -2.3496 0.0943
H -6.7138 1.2361 -1.3266 0.0860
H -7.1281 -0.2712 -0.5876 0.0592
H -3.5380 0.6674 -2.7950 0.0577
H -4.7750 1.7758 -2.2545 0.0825
H -5.1081 0.7087 -3.6180 0.0943
H -5.3029 -4.3871 -2.8681 0.0868
H -5.2646 -5.0088 -1.2176 0.0883
H -3.8219 -4.2842 -1.9022 0.0761
C 6.3755 -2.3492 3.2348 -0.0347
C 5.6852 -0.9793 3.0384 -0.4804
C 4.3293 -0.9183 3.7791 -0.1419
C 3.1900 -1.6436 3.0770 -0.1838
C 3.0703 -1.1734 1.6334 -0.1398
C 4.3927 -1.3111 0.8527 -0.4778
N 5.5595 -0.6935 1.5749 -0.0334
O 5.4546 0.6612 1.4364 -0.0347
C 4.6418 -2.8142 0.5747 -0.0504
C 4.2011 -0.7189 -0.5674 -0.0443
C 6.6378 -0.0060 3.7835 -0.0509
H 6.0004 -3.1517 2.6070 0.0507
H 7.4458 -2.2774 3.0234 0.0869
H 6.2673 -2.6933 4.2670 0.0889
H 4.0288 0.1299 3.9047 0.1231
H 4.4360 -1.3205 4.7921 0.1211
H 3.3459 -2.7268 3.1283 0.1072
H 2.2531 -1.4425 3.6024 0.1138
H 2.2787 -1.7460 1.1363 0.1257
H 2.7343 -0.1282 1.6262 0.1255
H 5.6529 -2.9840 0.1925 0.0947
H 3.9461 -3.1944 -0.1793 0.0855
H 4.4819 -3.4521 1.4444 0.0596
H 3.8884 0.3286 -0.5503 0.0601
H 3.4236 -1.2588 -1.1155 0.0853
H 5.1237 -0.7935 -1.1517 0.0914
H 7.6129 0.0526 3.2907 0.0870
H 6.8097 -0.3538 4.8077 0.0889
H 6.2336 1.0056 3.8617 0.0759
```

## Properties
**Lowest unoccupied orbital energy (spin up / spin down)**: -0.0201 / -0.0201 Eh
**HOMO energy (spin up / spin down)**: -8.9 / -9.2 eV
**Multiplicity**: 3
**Energy**: -1599.8359 Ha



Formula: C24H42BN8PdS
Source: the OMol25 dataset
Level of theory: ωB97M-V/def2-TZVPD

```
77
Properties=species:S:1:pos:R:3:lowdin_charge:R:1
Pd -1.5239 0.4930 -0.1968 0.4013
C 0.9909 1.6413 3.2974 -0.0629
C -0.3129 0.8392 3.2359 -0.3740
C -0.9238 0.6924 4.6299 -0.0717
C -0.0563 -0.4978 2.6099 -0.2997
C 0.8278 -1.5208 3.0050 -0.0393
C 0.7051 -2.4833 2.0234 -0.0936
N -0.1931 -2.0493 1.1198 -0.0287
N -0.6609 -0.8450 1.4824 0.0403
B -0.6604 -2.7790 -0.1620 -0.5387
N -0.1232 -2.0440 -1.4105 -0.0318
C 0.9101 -2.4242 -2.1842 -0.0967
C 1.1059 -1.4550 -3.1470 -0.0320
C 0.1243 -0.4842 -2.8755 -0.3095
N -0.6064 -0.8659 -1.8358 0.0401
C -0.1428 0.8204 -3.5611 -0.3737
C -0.9302 0.5961 -4.8549 -0.0697
C 1.1689 1.5519 -3.8531 -0.0674
N -2.1918 -2.8038 -0.1971 -0.0398
C -2.9653 -3.9041 -0.2359 -0.0965
C -4.2783 -3.4998 -0.2420 -0.0407
C -4.2206 -2.0901 -0.2036 -0.2814
N -2.9495 -1.6912 -0.1766 0.0971
C -5.4078 -1.1616 -0.1730 -0.3815
C -5.0132 0.2938 -0.3745 -0.1177
C -6.1504 -1.3304 1.1584 -0.0806
H 0.8059 2.6473 3.6807 0.0761
H 1.7173 1.1489 3.9503 0.0740
H 1.4129 1.7211 2.2958 0.0515
H -1.0076 1.3631 2.5718 0.0883
H -0.2398 0.1446 5.2839 0.0709
H -1.1110 1.6729 5.0724 0.0712
H -1.8660 0.1451 4.5840 0.0778
H 1.4645 -1.5533 3.8739 0.0940
H 1.1971 -3.4355 1.9080 0.1088
H -0.2245 -3.8983 -0.1510 0.1120
H 1.4332 -3.3487 -2.0006 0.1081
H 1.8557 -1.4471 -3.9207 0.0914
H -0.7413 1.4183 -2.8659 0.0959
H -0.3585 -0.0449 -5.5311 0.0734
H -1.8823 0.1092 -4.6424 0.0784
H -1.1258 1.5444 -5.3601 0.0713
H 1.7348 1.0318 -4.6312 0.0718
H 0.9718 2.5694 -4.1961 0.0768
H 1.7832 1.5958 -2.9541 0.0559
H -2.5302 -4.8898 -0.2605 0.1059
H -5.1566 -4.1238 -0.2717 0.0891
H -6.0852 -1.4672 -0.9797 0.1302
H -4.3298 0.6127 0.4106 0.0267
H -4.5003 0.4310 -1.3255 0.0618
H -5.8951 0.9384 -0.3541 0.0731
H -5.4837 -1.0781 1.9848 0.0843
H -7.0186 -0.6688 1.2010 0.0682
H -6.4900 -2.3597 1.2897 0.0645
C 4.1050 -0.5446 1.1578 -0.0670
C 4.0601 0.0460 -0.2536 -0.2178
N 3.5219 1.3899 -0.3194 -0.0960
C 4.4499 2.5023 -0.3282 -0.2297
C 4.8417 3.0036 1.0658 -0.0746
C 2.1469 1.5736 -0.2840 -0.4587
C 1.6321 2.9841 -0.3767 -0.0389
N 1.2911 0.6313 -0.1943 0.1530
H 4.4326 -1.5854 1.1147 0.0722
H 3.1170 -0.5143 1.6182 0.0501
H 4.7982 0.0087 1.7926 0.0583
H 3.4584 -0.6041 -0.8967 0.1053
H 5.0679 0.0660 -0.6756 0.1104
H 4.0114 3.3269 -0.8890 0.0999
H 5.3528 2.1906 -0.8603 0.1098
H 3.9489 3.2308 1.6485 0.0648
H 5.4429 3.9117 0.9821 0.0683
H 5.4224 2.2554 1.6056 0.0583
H 1.9190 3.4539 -1.3199 0.0754
H 1.9865 3.6014 0.4513 0.0751
H 0.5457 2.9250 -0.3335 -0.0153
H 1.6751 -0.3079 -0.1308 0.0405
S -2.0800 2.6776 -0.1156 -0.2458
```

## Properties
**Lowest unoccupied orbital energy (spin up / spin down)**: 0.0991 / 0.0990 Eh
**ΔE to the lowest compared entry with this formula, charge and spin**: 6.6 kcal/mol
**HOMO energy (spin up / spin down)**: -3.9 / -3.6 eV
**Multiplicity**: 3
**Energy**: -1928.8178 Ha
**Charge**: -1